Arrangement 1

The following is a DFT calculation (wB97M-V/def2-TZVPD) of the molecule C2H6FO2P.

As for the charge: 0. Its SMILES is CCOP(O)F. The spin multiplicity is 1.

Element x y z (Å)
C  -0.154  -0.511  1.408
C  -1.045  -0.284  0.188
O  0.791  -0.195  -1.911
O  -0.749  0.973  -0.475
F  1.795  1.478  -0.403
P  0.335  1.349  -1.399
H  -0.193  -1.404  2.012
H  0.801  -0.329  1.003
H  -0.279  0.272  2.014
H  -2.036  -0.148  0.551
H  -0.772  -1.091  -0.459
H  1.507  -0.110  -2.529


Arrangement 2

The following is a DFT calculation (wB97M-V/def2-TZVPD) of a cluster of 2 separate species, C2H6FO2P in total.

As for the charge: 0. The spin multiplicity is 1.

Element x y z (Å)
C  1.165  -1.494  0.348
C  -1.630  1.538  0.092
O  0.704  -0.620  -0.597
O  -2.438  0.550  -0.502
F  -1.905  -1.271  0.985
P  -2.087  -0.954  -0.651
H  2.193  -1.918  0.058
H  0.356  -2.211  0.606
H  1.399  -0.868  1.278
H  -1.833  2.404  -0.431
H  -0.682  1.129  0.313
H  -1.881  1.670  1.201


What should be chosen as the least stable of them? Choose arrangement 2.


Arrangement 1

The following is a DFT calculation (wB97M-V/def2-TZVPD) of a cluster of 2 separate species, C9H11NO2S in total.

As for the charge: 0. Its SMILES is C/C=N/c1ccccc1.C=S(=O)=O. The spin multiplicity is 1.

Element x y z (Å)
C  -0.114  3.260  -0.523
C  -0.363  2.691  0.738
C  0.191  2.509  -1.621
C  -0.466  1.345  0.845
C  0.236  1.109  -1.469
C  -0.149  0.529  -0.276
C  1.955  -0.532  1.848
C  0.304  -3.072  -0.654
C  0.323  -1.577  -0.822
N  -0.217  -0.863  0.031
O  3.402  1.366  0.658
O  2.708  -0.550  -0.734
S  2.380  0.285  0.404
H  -0.007  4.396  -0.562
H  -0.867  3.252  1.539
H  0.659  2.983  -2.514
H  -0.858  0.807  1.638
H  0.399  0.518  -2.362
H  1.822  0.382  2.326
H  0.834  -3.409  0.257
H  -0.729  -3.501  -0.437
H  0.840  -3.563  -1.505
H  0.774  -1.286  -1.756
H  1.772  -1.383  2.097


Arrangement 2

The following is a DFT calculation (wB97M-V/def2-TZVPD) of the molecule C9H11NO2S.

As for the charge: 0. The spin multiplicity is 1.

Element x y z (Å)
C  2.361  -0.779  -0.750
C  2.638  0.547  -0.649
C  1.617  -0.136  1.356
C  -2.062  0.937  -0.519
C  -3.283  -1.678  -0.247
C  1.280  -1.119  0.288
C  1.663  1.089  0.343
C  -0.871  0.604  0.234
C  0.089  -0.406  -0.351
N  0.379  0.947  -0.326
O  -3.717  0.343  1.586
O  -4.565  0.374  -0.801
S  -3.530  -0.002  0.156
H  2.738  -1.441  -1.478
H  3.233  1.124  -1.311
H  0.944  -0.178  2.087
H  2.669  -0.322  1.799
H  -2.353  2.067  -0.507
H  -2.026  0.675  -1.522
H  -3.351  -1.681  -1.303
H  -4.204  -2.167  0.197
H  1.140  -2.118  0.566
H  1.838  2.043  0.624
H  -1.002  0.460  1.338


What should be chosen as the least stable of them? Choose arrangement 2.


Arrangement 1

The following is a DFT calculation (wB97M-V/def2-TZVPD) of the molecule C6H10FN.

As for the charge: 0. Its SMILES is CN[C@H]1CCC=C1F. The spin multiplicity is 1.

Element x y z (Å)
C  -2.443  -0.093  -0.328
C  -0.155  -0.196  0.656
C  1.241  -0.853  0.614
C  1.978  -0.113  -0.547
C  1.440  1.314  -0.386
C  0.260  1.188  0.245
H  -2.860  -0.154  0.756
H  -3.063  -0.588  -1.060
H  -2.435  0.935  -0.704
H  -1.205  -1.622  -0.122
H  -0.582  -0.218  1.663
H  1.124  -1.843  0.324
H  1.796  -0.757  1.566
H  1.793  -0.539  -1.521
H  3.042  -0.235  -0.333
H  1.824  2.236  -0.804
N  -1.092  -0.629  -0.360
F  -0.664  2.168  0.341


Arrangement 2

The following is a DFT calculation (wB97M-V/def2-TZVPD) of the molecule C6H10FN.

As for the charge: 0. Its SMILES is CN[C@H]1CCC=C1F. The spin multiplicity is 1.

Element x y z (Å)
C  -2.473  -0.202  -0.281
C  -0.299  -0.439  0.591
C  1.044  -1.151  0.733
C  1.843  -0.745  -0.561
C  1.421  0.667  -0.552
C  0.353  0.854  0.139
H  -2.868  0.107  0.765
H  -3.332  -0.659  -0.726
H  -2.497  0.757  -0.943
H  -1.371  -2.017  -0.163
H  -0.640  -0.270  1.664
H  1.013  -2.343  0.939
H  1.519  -0.662  1.648
H  1.583  -1.405  -1.376
H  2.927  -0.641  -0.414
H  1.940  1.425  -1.255
N  -1.218  -0.959  -0.453
F  -0.121  2.057  0.291


Arrangement 3

The following is a DFT calculation (wB97M-V/def2-TZVPD) of a structure of composition C6H10FN.

As for the charge: 0. The spin multiplicity is 1.

Element x y z (Å)
C  -0.151  -0.287  1.657
C  -0.636  -0.770  0.256
C  0.582  -1.504  -0.366
C  0.302  0.659  -1.346
C  -0.211  1.643  -0.256
C  -0.856  0.422  -0.635
H  1.247  -0.306  1.304
H  -0.553  -1.260  2.332
H  -0.322  1.144  2.193
H  -1.669  -1.196  0.245
H  1.118  -1.889  0.554
H  0.069  -2.362  -1.155
H  2.054  0.248  -0.409
H  0.384  0.985  -2.492
H  -0.931  2.411  -0.682
H  0.361  1.917  0.770
N  1.327  -0.339  -1.037
F  -2.116  0.483  -0.933


What should be chosen as the least stable of them? Choose arrangement 3.